Record 1
This record from the Open Molecules 2025 dataset describes a 3-piece molecular cluster, C19H28BNO13PS overall. The level of theory is the ωB97M-V functional and the def2-TZVPD basis.

As for the total charge: +1. For the HOMO-LUMO gap, the calculation gives 7.40 eV. As for the HOMO energy: -11.0814 eV.

The geometry in XYZ format:
```
64
Properties=species:S:1:pos:R:3:forces:R:3
C -2.065873 -2.111023 4.570356 0.034 0.360 -1.001
C -2.602548 -1.015232 3.578013 0.185 -2.071 0.883
O -1.557851 -0.826462 2.601831 -1.733 1.748 -1.936
P -1.835105 0.378140 1.493307 5.049 2.004 0.630
O -0.795183 1.452402 1.726608 -2.261 -1.477 -0.401
C -3.486189 1.229921 1.626989 -0.715 -1.415 -0.125
C -4.766068 0.364609 1.362053 -1.224 1.080 0.322
S -4.665248 -0.666194 -0.155687 0.718 -0.427 -0.444
N -6.006193 -0.343427 -1.173047 -0.272 -0.045 1.210
C -4.907481 -2.412763 0.417533 -0.188 0.210 0.214
B -3.527215 -3.191546 0.088851 1.899 -1.276 -0.725
O -3.389910 -3.842019 -1.157672 -0.533 1.639 1.834
O -2.440556 -3.229377 0.960164 -1.951 0.791 -0.695
O -1.542970 -0.292250 0.006687 -1.624 0.180 2.246
C -1.242390 0.702125 -0.998478 1.169 -0.069 -2.206
C 0.310344 0.917027 -1.142348 -1.098 0.557 1.926
H -1.291823 -2.664742 4.003960 -0.326 0.257 0.418
H -1.608028 -1.661885 5.462911 -0.304 -0.314 -0.260
H -2.860627 -2.842845 4.793898 0.329 0.512 0.278
H -3.457595 -1.491864 3.055020 0.183 0.576 0.337
H -2.871478 -0.095095 4.124285 0.107 -0.246 -0.471
H -3.517529 2.129644 0.987339 0.497 -0.584 0.100
H -3.558428 1.605977 2.667503 0.143 -0.299 -0.515
H -5.610202 1.073217 1.195909 0.371 -0.551 -0.107
H -5.091100 -0.248147 2.224083 0.410 0.060 -0.605
H -5.937824 0.584388 -1.583802 0.216 -0.067 0.018
H -6.066867 -1.043134 -1.907866 0.134 0.004 0.082
H -5.130227 -2.373473 1.501430 -0.035 -0.030 -0.633
H -5.754357 -2.864330 -0.136435 0.238 0.490 0.346
H -4.117400 -3.502279 -1.683677 -0.082 -0.545 -0.700
H -1.651840 -2.973246 0.470746 0.471 -0.383 0.041
H -1.575646 0.274552 -1.969299 -0.163 0.021 0.741
H -1.796571 1.649701 -0.876331 0.255 -0.438 0.394
H 0.780745 0.208305 -0.417011 -0.343 0.769 -1.083
H 0.500278 1.926206 -0.728268 0.240 -0.445 -0.576
H 0.659318 0.796480 -2.175127 -0.090 0.019 0.493
C 3.609564 -2.707940 -1.673668 -0.467 0.328 0.142
C 4.550563 -3.589405 -1.323900 0.379 0.061 -0.937
C 4.615678 -4.158822 0.054864 -0.233 -0.046 0.718
O 5.476556 -4.970847 0.321200 0.145 -0.001 -0.307
C 3.627959 -3.701889 1.034180 0.233 -0.189 -0.067
C 2.691355 -2.818697 0.684181 -0.223 -0.081 0.828
C 2.610869 -2.271297 -0.701803 0.449 -0.066 -0.728
O 1.723041 -1.480430 -0.977477 0.085 -0.580 0.262
O 1.770838 -2.377355 1.564494 0.217 -0.069 -0.673
O 5.481334 -4.007463 -2.192782 -0.382 0.010 0.740
H 3.550897 -2.290863 -2.669390 0.021 -0.022 0.004
H 3.694922 -4.107194 2.034182 -0.006 0.009 -0.008
H 1.216396 -1.750591 1.069737 -0.071 0.157 0.055
H 6.035349 -4.636702 -1.697929 0.150 -0.108 -0.041
C 4.949907 4.423463 -1.260133 0.147 0.322 -0.004
C 3.960086 3.596307 -1.602155 0.505 -0.604 0.453
C 2.790931 4.063165 -2.403063 -0.287 0.670 -0.342
O 1.924114 3.264177 -2.704695 0.068 -0.297 0.108
C 2.738959 5.472579 -2.787277 -0.206 -0.464 0.014
C 3.727285 6.301975 -2.442663 -0.515 0.704 -0.459
C 4.910272 5.829217 -1.664604 0.398 -0.564 0.378
O 5.792408 6.616865 -1.390240 -0.152 0.288 -0.142
O 3.707119 7.600993 -2.778744 0.326 -0.639 0.342
O 3.964940 2.299238 -1.243682 -0.313 0.547 -0.338
H 5.802737 4.095964 -0.682063 -0.010 -0.006 -0.014
H 1.878779 5.802836 -3.352533 0.025 0.016 -0.008
H 4.528892 7.975483 -2.415657 0.092 0.152 -0.002
H 3.145889 1.925871 -1.612808 -0.081 -0.125 -0.009
```
Forces are in eV/Å.



Record 2
This record from the Open Molecules 2025 dataset describes one molecule with the formula C3H3NO2. The level of theory is the ωB97M-V functional and the def2-TZVPD basis.

As for the SMILES: [H]/N=C/[C@@H]1OC1=O. For the HOMO-LUMO gap, the calculation gives 9.00 eV. As for the HOMO energy: -8.7341 eV.

The geometry in XYZ format:
```
9
Properties=species:S:1:pos:R:3:forces:R:3
H -2.194634 0.236433 0.224921 0.349 -0.068 -0.176
N -1.228879 0.243546 -0.116278 0.618 -0.470 0.260
C -0.521338 -0.863217 -0.036416 -0.112 0.588 -0.063
C 0.860391 -0.588594 0.037778 -0.181 0.262 0.032
O 1.124029 0.642121 0.884914 -0.782 0.169 -1.072
C 0.549538 1.230440 -0.122995 0.624 0.842 -0.155
O 0.623478 2.214329 -0.784130 -0.315 -1.790 1.092
H -0.937713 -1.876629 -0.075220 0.068 0.293 0.067
H 1.725127 -1.238429 -0.012574 -0.269 0.175 0.014
```
Forces are in eV/Å.



Record 3
This record from the Open Molecules 2025 dataset describes C17H30F15Na5O21S5 as an isolated structure. The level of theory is the ωB97M-V functional and the def2-TZVPD basis.

As for the total charge: +1. The expectation value of S² is 0.763. For the HOMO-LUMO gap (spin up / spin down), the calculation gives 5.04 / 2.80 eV. As for the HOMO energy (spin up / spin down): -10.8492 / -10.8492 eV. Its spin multiplicity is 2.

The geometry in XYZ format:
```
93
Properties=species:S:1:pos:R:3:forces:R:3
Na -1.507993 -4.119854 2.766065 -0.114 0.806 -0.300
Na 1.778765 -5.505491 -0.995128 1.054 1.007 -1.027
Na -1.868368 -5.136916 -0.430667 0.214 1.006 -1.160
Na 0.492837 -0.438258 3.924037 1.070 0.232 -0.196
Na 3.068880 -3.528540 2.685942 0.900 0.810 -0.437
C -0.442237 -3.027271 -4.533654 0.046 -1.174 -0.137
F 0.505126 -2.799922 -5.436033 -0.666 0.651 0.211
F -0.765485 -1.940746 -3.816332 0.698 -0.249 -0.242
F -1.584776 -3.402916 -5.144531 0.628 0.018 0.202
S 0.259531 -4.477022 -3.517232 2.628 -3.273 -2.945
O -0.058616 -5.718502 -4.272783 -0.088 2.578 1.057
O 1.712129 -4.302465 -3.338163 -1.963 0.508 -0.057
O -0.423328 -4.427791 -2.248165 -1.872 0.167 2.892
C 4.484979 -1.285515 6.150699 0.935 0.630 -0.425
F 3.757207 -1.269974 7.291606 0.502 -0.234 -1.402
F 5.612886 -0.566931 6.348632 -1.147 -0.866 0.012
F 4.837082 -2.568305 5.823320 -0.638 1.348 0.596
S 3.639192 -0.505432 4.585343 1.703 3.838 -3.263
O 2.696609 -1.563591 4.139486 -0.966 -0.248 0.890
O 2.978163 0.835907 4.898074 0.644 -3.985 0.213
O 4.694850 -0.319628 3.530853 -1.977 -0.999 3.246
C 5.724679 -6.091290 -0.336799 -1.351 2.063 -0.571
F 4.538808 -6.800824 -0.071156 1.354 -0.095 -0.724
F 6.548775 -6.319120 0.673807 -0.021 -0.412 -0.880
F 6.252606 -6.387893 -1.568011 -0.924 -0.262 2.460
S 5.132349 -4.243792 -0.358106 1.369 2.142 -3.126
O 6.269602 -3.424525 -0.716777 0.110 -1.280 0.435
O 4.106087 -4.169425 -1.404057 -0.288 -1.634 1.055
O 4.649398 -3.910444 0.959476 -1.249 -1.000 2.133
C 0.350381 -0.913730 -0.316071 -0.928 0.069 0.857
F -0.258380 -1.094540 -1.420638 -1.276 -1.741 -2.355
F 1.396453 -0.214557 -0.594982 1.854 -0.019 0.876
F -0.501215 -0.145537 0.390409 0.175 -0.120 1.436
S 0.670379 -2.601174 0.615508 0.510 -0.130 -1.396
O 1.091514 -2.234008 1.949357 -0.633 0.615 1.513
O -0.584187 -3.393711 0.639535 -0.573 0.139 0.540
O 1.712242 -3.275776 -0.098528 -0.124 -0.136 -0.353
C -2.243963 3.361845 3.933432 0.319 -0.143 0.282
F -2.184608 4.662476 4.245829 -0.130 -1.269 -0.606
F -2.339263 2.635629 5.050043 -0.113 0.158 0.037
F -3.312040 3.077520 3.165319 1.151 0.490 0.337
S -0.594148 2.789223 3.141546 -1.604 -0.015 1.444
O -0.730768 1.401486 2.824329 -0.070 -0.954 0.554
O -0.477743 3.585326 1.960799 0.606 1.584 -1.934
O 0.475663 3.154733 4.048334 -0.055 0.065 0.002
C -3.617651 -2.911503 -2.017184 -0.134 -0.170 -0.379
O -3.539450 -2.908772 -0.583546 -0.908 -0.662 0.717
C -4.794548 -2.695419 0.153402 1.612 0.976 -0.060
C -4.519061 -2.860314 1.662376 -0.947 -0.108 0.188
O -3.263052 -2.511447 2.178069 0.977 -1.535 -0.341
C -2.911597 -1.150982 2.153412 -0.201 0.201 0.385
H -4.194936 -3.771719 -2.356086 -0.149 -0.028 -0.097
H -2.617067 -2.979378 -2.444175 0.156 -0.193 0.504
H -4.022933 -2.013753 -2.483985 -0.378 0.241 0.516
H -5.647397 -3.339574 -0.060660 0.256 -0.362 -0.535
H -5.104020 -1.674595 -0.070744 -0.093 0.104 0.004
H -4.715842 -3.886069 1.974148 0.379 -0.306 -0.186
H -5.264418 -2.318161 2.244285 -0.394 0.354 -0.280
H -3.086512 -0.679761 1.186221 0.104 -0.035 0.001
H -1.849865 -1.130477 2.399194 -0.018 0.312 -0.173
H -3.490084 -0.674276 2.944741 0.048 0.515 -0.064
C -3.168800 3.596244 -4.236811 -0.829 0.521 -0.844
O -2.039394 2.717600 -4.220551 -0.856 1.125 1.575
C -1.517132 2.530581 -2.871883 -1.176 -1.139 -0.890
C -2.446144 1.758594 -1.905668 -0.297 1.113 -0.627
O -3.571297 2.546284 -1.467977 -0.061 -0.620 -0.624
C -4.333614 1.769715 -0.579094 0.535 0.296 0.844
H -3.441895 3.918442 -5.241664 0.508 -0.733 -0.538
H -3.072439 4.590293 -3.800144 0.804 -0.171 0.854
H -4.091884 3.171792 -3.842052 0.247 -0.359 0.305
H -1.212258 3.449098 -2.370411 0.346 0.171 -0.409
H -0.737111 1.816482 -3.135954 0.647 0.362 0.725
H -1.892059 1.482261 -1.008596 0.357 -0.176 0.063
H -2.792253 0.860457 -2.417203 -0.171 -0.239 -0.002
H -5.259607 2.239387 -0.247352 0.038 0.301 -0.547
H -3.723968 1.676258 0.319632 0.059 -0.345 0.546
H -4.540709 0.758032 -0.927952 -0.120 -0.121 -0.411
C 1.554123 2.681295 -0.922405 0.778 0.303 0.391
O 1.582037 4.061167 -1.203125 -0.727 -0.067 0.606
C 2.884815 4.567992 -1.425564 -0.782 1.073 -0.988
C 2.809257 6.127285 -1.536479 0.226 -0.297 1.459
O 2.277904 6.659453 -0.277903 1.196 1.100 -0.101
C 2.914009 7.933731 0.144991 -0.131 -0.795 -0.926
H 2.109205 2.504046 -0.001225 0.030 -0.183 0.362
H 2.066073 2.082167 -1.675428 -0.082 -0.021 -0.432
H 0.537895 2.312423 -0.783439 -0.091 0.364 -0.185
H 3.139194 4.113305 -2.382984 0.832 0.346 -0.278
H 3.634461 4.290873 -0.684391 -0.229 -0.143 0.379
H 2.258065 6.485708 -2.405861 -0.508 -0.211 0.137
H 3.814580 6.528473 -1.664837 0.284 -0.244 -0.017
H 4.003926 7.921456 0.140880 0.220 -0.667 -0.208
H 2.674457 8.232204 1.165594 -0.676 -0.532 -0.121
H 2.658942 8.744372 -0.537582 -0.389 0.004 -0.041
```
Forces are in eV/Å.



Record 4
This record from the Open Molecules 2025 dataset describes C40H48N8O6PS2 as an isolated structure. The level of theory is the ωB97M-V functional and the def2-TZVPD basis.

As for the total charge: -1. For the HOMO-LUMO gap, the calculation gives 8.16 eV. As for the HOMO energy: -6.0400 eV.

The geometry in XYZ format:
```
105
Properties=species:S:1:pos:R:3:forces:R:3
C -4.147259 3.819593 3.041091 -0.205 0.224 -0.755
C -3.477313 4.996873 2.253239 0.459 0.082 1.647
C -3.040827 6.092451 3.324814 -0.088 -0.315 -0.628
C -2.220227 4.554326 1.433459 -0.781 0.852 -0.958
C -2.657937 3.766451 0.148946 -0.138 0.253 0.864
S -1.515143 2.380684 -0.290063 -0.795 -4.249 -1.501
O -1.458285 2.170667 -1.771385 0.126 1.571 2.354
O -2.160729 1.155758 0.300639 1.206 2.500 0.107
N 0.011312 2.466585 0.439656 -1.175 2.950 -1.598
S 0.927904 3.755744 -0.136117 3.531 -3.601 -3.607
O 0.482041 4.339943 -1.430684 -0.534 0.128 2.622
O 2.321041 3.217079 -0.322444 -2.236 0.922 1.329
P 1.140079 5.365647 1.311727 -0.585 2.312 1.186
O 2.322150 6.343151 0.607578 -0.229 -1.909 0.495
O 1.844437 4.737303 2.704752 0.171 -0.088 -1.854
H -3.385933 3.133329 3.464531 -0.388 0.428 -0.289
H -4.812368 3.256487 2.345905 0.416 0.104 0.672
H -4.761623 4.247927 3.864244 0.247 -0.420 -0.559
H -4.242388 5.484888 1.616733 0.472 -0.444 0.001
H -3.552490 7.056219 3.107165 0.606 -0.461 0.125
H -3.331370 5.803868 4.353791 0.252 0.062 -0.533
H -1.937886 6.192779 3.271012 -0.619 0.293 0.213
H -1.487690 3.998904 2.050670 -0.651 0.125 -0.176
H -1.732323 5.494246 1.093608 -0.100 -0.649 0.233
H -3.631211 3.290269 0.402347 0.862 -0.263 -0.444
H -2.859896 4.430416 -0.714684 0.623 -0.434 0.365
H 1.986382 7.238203 0.540142 -0.329 0.086 0.004
H 1.354159 5.131059 3.431221 -0.159 -0.030 0.104
N -4.106609 -4.056740 -0.190110 0.250 0.139 -0.071
C -4.062998 -2.717196 -0.193203 -0.021 -0.382 -0.027
C -2.902377 -1.980714 -0.367442 -0.083 0.082 0.032
C -1.714366 -2.667767 -0.546172 0.227 0.067 0.117
C -1.730579 -4.053141 -0.544105 -0.061 0.066 0.120
C -2.944395 -4.695520 -0.364936 -0.292 0.032 0.038
H -5.018021 -2.224068 -0.046277 0.026 0.064 -0.010
H -2.926849 -0.897698 -0.363577 0.072 -0.010 0.037
H -0.783932 -2.128268 -0.686005 -0.039 0.052 -0.051
H -0.819205 -4.622103 -0.680201 -0.036 -0.030 -0.056
H -3.006908 -5.779650 -0.359881 0.061 -0.019 -0.014
N -0.948648 2.258766 3.891820 0.241 -0.330 0.351
C 0.168692 1.753748 3.353639 -0.064 0.357 0.037
C 0.855823 0.673161 3.886907 -0.103 -0.117 0.231
C 0.364527 0.083280 5.039604 0.101 -0.067 -0.051
C -0.790360 0.590812 5.614895 0.003 -0.013 0.014
C -1.404198 1.670893 5.004669 0.005 0.230 -0.310
H 0.517727 2.246347 2.454117 -0.044 -0.229 0.188
H 1.753335 0.304634 3.408851 -0.022 0.054 -0.053
H 0.874870 -0.762645 5.485647 -0.017 0.009 -0.002
H -1.204698 0.157410 6.515983 -0.026 0.022 -0.015
H -2.312214 2.100034 5.416989 -0.017 -0.048 0.063
N 1.152407 -1.104365 -2.161068 0.174 -0.111 -0.495
C 2.086147 -1.895441 -2.702101 -0.262 0.185 0.245
C 2.538552 -1.778297 -4.005902 0.008 -0.018 -0.035
C 1.990387 -0.784762 -4.802471 -0.040 0.064 -0.091
C 1.019887 0.046484 -4.266865 0.173 -0.147 -0.090
C 0.636936 -0.150165 -2.947835 -0.146 -0.034 0.484
H 2.483312 -2.659852 -2.042506 0.060 -0.054 -0.053
H 3.299324 -2.446817 -4.387896 -0.008 -0.008 0.034
H 2.316385 -0.660457 -5.828868 0.006 -0.005 0.021
H 0.568274 0.832323 -4.857445 -0.021 0.023 0.082
H -0.118219 0.480889 -2.491270 0.006 0.074 -0.013
N 3.791667 -6.037710 0.202862 -0.365 0.002 0.163
C 3.120065 -7.074622 0.716686 0.247 0.165 -0.208
C 1.838463 -6.983846 1.235787 0.025 0.057 -0.014
C 1.214931 -5.746108 1.225855 -0.132 0.012 0.086
C 1.889532 -4.655728 0.700692 -0.053 0.011 0.032
C 3.167756 -4.853618 0.203161 0.287 -0.243 -0.071
H 3.651441 -8.020579 0.705174 -0.056 -0.043 0.024
H 1.342585 -7.857811 1.637231 0.030 -0.001 -0.011
H 0.213632 -5.631403 1.623637 0.012 0.023 -0.030
H 1.433294 -3.673915 0.678090 0.023 -0.004 -0.034
H 3.734568 -4.031935 -0.220613 -0.049 0.049 0.032
N -0.578243 7.611140 -2.917491 0.113 0.153 -0.456
C 0.335389 6.802298 -3.469654 -0.073 -0.020 0.439
C 0.745599 6.895905 -4.791541 -0.115 0.185 -0.118
C 0.178065 7.876262 -5.589153 0.061 -0.040 -0.079
C -0.771594 8.723610 -5.039141 0.024 -0.013 -0.030
C -1.110200 8.550422 -3.707148 0.066 -0.215 0.298
H 0.748639 6.048304 -2.808317 -0.044 -0.034 -0.050
H 1.490106 6.216773 -5.184552 -0.015 -0.024 0.057
H 0.471769 7.979641 -6.627371 -0.012 0.002 0.017
H -1.237931 9.501112 -5.630436 -0.010 -0.002 0.030
H -1.845635 9.191437 -3.231905 -0.021 0.040 -0.065
N -2.590696 -3.079606 -3.584071 -0.133 -0.140 -0.585
C -1.726627 -2.696873 -4.528671 -0.084 -0.025 0.376
C -1.900819 -2.945994 -5.881234 -0.088 -0.068 -0.056
C -3.034432 -3.635584 -6.280536 -0.005 -0.012 -0.085
C -3.944550 -4.045009 -5.318359 0.072 0.030 -0.066
C -3.677531 -3.742013 -3.992295 0.157 0.139 0.281
H -0.854932 -2.164611 -4.168145 0.080 0.050 -0.040
H -1.167338 -2.608844 -6.602147 0.011 0.014 0.044
H -3.206995 -3.851381 -7.328587 0.002 0.006 0.020
H -4.841300 -4.586323 -5.590490 0.001 0.010 0.034
H -4.361156 -4.037918 -3.202914 -0.025 -0.025 -0.020
N 7.168382 -7.589687 4.272395 -0.301 0.234 0.100
C 6.197109 -7.303508 3.398306 0.307 -0.170 0.113
C 5.142474 -6.446734 3.668907 -0.049 0.056 0.088
C 5.085374 -5.851973 4.918949 -0.052 0.041 0.034
C 6.079514 -6.133892 5.842998 -0.051 0.010 -0.056
C 7.092606 -7.002522 5.471119 0.144 -0.202 -0.243
H 6.282510 -7.794042 2.434988 -0.062 0.058 -0.038
H 4.386482 -6.250537 2.921124 0.046 -0.001 -0.014
H 4.276310 -5.176685 5.169960 0.017 -0.011 -0.018
H 6.069054 -5.689201 6.829339 0.028 -0.015 -0.010
H 7.894043 -7.250654 6.158635 -0.028 0.039 0.053
```
Forces are in eV/Å.